# 1
The following is a quantum chemistry calculation of 7 unconnected molecules or ions with the total composition C22H63N5O7 in a non-equilibrium geometry, from the Open Molecules 2025 dataset.

```
97
C22H63N5O7 | the Open Molecules 2025 dataset | wB97M-V/def2-TZVPD
C -2.3584 -1.3477 -2.8832
C -1.0159 -2.0568 -3.0310
O -0.8494 -2.6548 -1.6754
H -3.2095 -2.0084 -2.7183
H -2.5261 -0.6051 -3.6633
H -2.4264 -0.6354 -2.0610
H -0.1997 -1.3610 -3.2256
H -0.9387 -2.8233 -3.8021
H -0.5863 -2.0059 -1.0187
O 0.9354 -0.9324 -0.2488
H 1.0387 -0.3763 0.5234
H 1.1484 -0.3608 -0.9865
C -3.9546 3.0551 -0.9224
C -4.3222 3.4115 0.4914
C -3.0726 3.5388 1.4020
O -2.1575 2.4446 1.1077
C -1.1261 2.1800 2.0459
N -5.1929 4.5685 0.5773
H -3.2135 3.6689 -1.4344
H -4.8522 2.9877 -1.5371
H -3.4740 2.0777 -0.8814
H -4.8777 2.5650 0.8950
H -3.3925 3.4330 2.4386
H -2.5338 4.4854 1.3597
H -1.5587 1.5460 2.8199
H -0.7692 3.0691 2.5658
H -0.3216 1.5938 1.6019
H -5.2418 4.7713 1.5656
H -4.6760 5.3046 0.1179
C 3.5405 -3.2479 -0.8858
C 2.8718 -3.2482 -2.2702
C 3.1106 -1.9610 -3.0795
O 2.4150 -1.9170 -4.3790
C 3.1265 -1.0259 -5.1749
N 3.3094 -4.2808 -3.1374
H 4.6162 -3.2900 -1.0564
H 3.2232 -4.0782 -0.2548
H 3.2897 -2.3526 -0.3169
H 1.8058 -3.4340 -2.1397
H 4.1773 -1.8659 -3.2822
H 2.8312 -1.0932 -2.4820
H 4.0606 -1.5700 -5.3144
H 3.1664 -0.0282 -4.7377
H 2.5806 -0.9865 -6.1176
H 3.1092 -5.2255 -2.8414
H 2.6525 -4.0796 -3.8777
C 4.3833 1.2634 3.9695
C 2.8292 1.1030 3.8969
C 2.1137 0.0559 2.9818
O 2.1531 0.5964 1.6535
C 3.4284 0.3824 0.9910
N 2.2830 0.9177 5.2467
H 4.8951 1.7102 3.1171
H 4.8794 0.3495 4.2966
H 4.5630 1.9819 4.7692
H 2.4985 2.0680 3.5129
H 1.0496 0.0054 3.2126
H 2.6411 -0.8931 3.0776
H 4.1005 1.1933 1.2719
H 3.3107 0.5868 -0.0731
H 3.8697 -0.5847 1.2320
H 2.9538 0.4679 5.8532
H 1.5419 0.2326 5.2861
C 1.9492 3.7875 -0.6361
C 0.7327 3.5554 -1.5661
C 0.2294 2.0678 -1.5089
O 0.8403 1.1173 -2.4447
C 0.7945 1.5281 -3.7672
N -0.3618 4.3696 -0.9412
H 2.7708 3.1104 -0.8696
H 1.6112 3.5780 0.3788
H 2.2729 4.8277 -0.5996
H 1.0972 3.9056 -2.5318
H -0.8143 1.8467 -1.7320
H 0.3402 1.8243 -0.4522
H -0.1918 1.9276 -4.0030
H 0.9596 0.7013 -4.4580
H 1.5912 2.2572 -3.9152
H -0.1821 5.2906 -1.3147
H -1.2081 4.1975 -1.4649
C -2.4460 -1.2587 1.3922
C -3.1526 -2.3724 2.2263
C -2.6904 -3.8811 2.0813
O -3.1321 -4.7722 3.1591
C -4.1135 -5.7064 2.7219
N -3.0010 -1.9432 3.5940
H -2.9311 -0.3134 1.6352
H -2.3397 -1.5072 0.3362
H -1.4141 -1.2680 1.7430
H -4.1974 -2.3273 1.9192
H -1.6046 -3.8002 2.1322
H -2.9713 -4.2567 1.0974
H -4.2910 -6.5342 3.4084
H -3.7095 -6.2213 1.8503
H -5.0513 -5.3528 2.2934
H -3.5128 -1.0786 3.6973
H -3.5286 -2.5846 4.1688
```

Values from the calculation:
Charge   0
SMILES   COC[C@H](C)N.COC[C@H](C)N.COC[C@H](C)N.COC[C@H](C)N.COC[C@H](C)N.CCO.O
Max |F|   3.1 eV Å⁻¹
Kohn-Sham gap   9.4 eV



# 2
The following is a quantum chemistry calculation of a molecular structure, C22H64Cl2HfN9O5P3 in a non-equilibrium geometry, from the Open Molecules 2025 dataset.

```
106
C22H64Cl2HfN9O5P3 | the Open Molecules 2025 dataset | wB97M-V/def2-TZVPD
Hf 0.4958 0.7673 -0.7163
Cl 0.7558 3.2898 0.3836
Cl 0.0556 1.9708 -3.1399
C 0.9684 -1.5530 3.4448
C 0.6712 -0.1651 2.8211
C 1.4387 1.0192 3.4244
O 0.6888 -0.1138 1.4285
H 0.3248 -2.3878 3.1673
H 0.7860 -1.3988 4.5083
H 1.9385 -1.9820 3.1940
H -0.3565 0.0921 3.0776
H 1.0932 2.0018 3.1032
H 2.4996 0.9668 3.1799
H 1.4051 1.1732 4.5030
C 1.8954 -2.2583 -2.4591
O 1.4996 -1.0433 -1.9197
H 1.0146 -2.7067 -2.9188
H 2.7460 -2.2507 -3.1407
H 2.2756 -3.0081 -1.7653
O 2.9189 0.9764 -0.4918
P 4.3775 1.1053 -0.2048
N 5.2946 1.4237 -1.6504
C 4.8739 0.7523 -3.0236
C 6.5227 2.1104 -1.7265
N 5.1797 -0.3093 0.4532
C 4.5550 -1.6227 0.5834
C 6.6570 -0.2943 0.7129
N 4.6905 2.3244 0.8756
C 5.0307 2.2410 2.3235
C 4.5201 3.6808 0.4691
H 5.6353 1.1494 -3.6949
H 3.8506 1.0989 -3.1678
H 4.7155 -0.3257 -3.0518
H 7.3172 1.4202 -2.0101
H 6.7989 2.4905 -0.7429
H 6.2994 2.9177 -2.4241
H 3.9583 -1.7897 -0.3134
H 5.3574 -2.3443 0.7362
H 3.8335 -1.5823 1.3994
H 6.9598 0.7518 0.7591
H 6.8776 -0.6081 1.7332
H 7.2843 -0.8655 0.0286
H 4.7661 1.2569 2.7104
H 5.9719 2.7386 2.5571
H 4.3663 2.9449 2.8249
H 3.5588 4.0843 0.7873
H 4.5949 3.7888 -0.6130
H 5.1507 4.4800 0.8588
O -1.1169 -1.1090 -0.7336
P -1.7267 -2.4141 -0.3653
N -0.5706 -3.7042 -0.3867
C -0.9243 -5.1072 -0.5545
C 0.4746 -3.5731 0.6166
N -2.8578 -2.8269 -1.5023
C -2.4639 -2.6595 -2.9424
C -3.8092 -3.9902 -1.2643
N -2.5721 -2.4495 1.1766
C -2.9884 -1.1748 1.7809
C -2.9844 -3.6311 2.0056
H -0.0255 -5.6981 -0.3778
H -1.1141 -5.2054 -1.6233
H -1.6530 -5.4432 0.1832
H 0.5476 -2.5115 0.8525
H 1.3464 -4.1099 0.2427
H 0.1511 -4.0425 1.5457
H -1.5357 -2.0889 -2.9750
H -2.3270 -3.5563 -3.5466
H -3.2772 -2.1787 -3.4859
H -4.3656 -3.8771 -0.3339
H -4.5856 -4.0210 -2.0288
H -3.3450 -4.9732 -1.3441
H -4.0354 -1.2377 2.0774
H -2.3851 -0.9545 2.6616
H -2.7804 -0.2909 1.1780
H -2.2182 -3.9348 2.7189
H -3.1619 -4.5534 1.4524
H -3.8562 -3.4186 2.6244
O -1.7605 1.4030 -0.3849
P -3.1267 2.0097 -0.3706
N -3.9192 2.1110 1.1568
C -5.3620 2.4314 1.2506
C -3.0426 2.3633 2.3097
N -4.1648 1.0442 -1.4213
C -5.0776 -0.0349 -0.9207
C -3.7423 0.9729 -2.7943
N -3.3121 3.5769 -1.1333
C -4.6021 4.0900 -1.5656
C -2.2841 4.5409 -1.3476
H -5.8249 1.6083 1.7950
H -5.8117 2.6727 0.2875
H -5.5726 3.3088 1.8620
H -3.6581 2.9034 3.0291
H -2.2108 2.9438 1.9107
H -2.7097 1.4514 2.8054
H -4.8327 -0.2758 0.1138
H -6.0295 0.4629 -1.1054
H -5.0856 -0.9651 -1.4888
H -4.5882 0.7722 -3.4518
H -3.1503 1.8544 -3.0404
H -3.1132 0.0848 -2.8545
H -5.1485 4.6077 -0.7772
H -4.5666 4.7804 -2.4084
H -5.2588 3.2406 -1.7534
H -2.2232 4.8819 -2.3811
H -1.3230 4.0741 -1.1321
H -2.4510 5.4127 -0.7149
```

Values from the calculation:
Spin multiplicity   2
Charge   +1
Max |F|   5.2 eV Å⁻¹
Kohn-Sham gap (spin up / spin down)   8.0 / 4.0 eV



# 3
The following is a quantum chemistry calculation of 10 unconnected molecules or ions with the total composition C22H64N2O10 in a non-equilibrium geometry, from the Open Molecules 2025 dataset.

```
98
C22H64N2O10 | the Open Molecules 2025 dataset | wB97M-V/def2-TZVPD
C -3.4342 1.1167 4.7149
O -3.7301 1.1063 3.3341
H -4.4248 1.1862 5.2775
H -2.8318 1.9597 4.9407
H -2.9453 0.1929 5.0304
H -3.9664 1.9883 3.1949
C 0.1088 -2.4527 -4.3619
O 0.4460 -1.3761 -3.5344
H 0.2478 -3.3986 -3.8917
H 0.6323 -2.3919 -5.3002
H -0.9486 -2.5645 -4.5746
H 1.4053 -1.2049 -3.5598
C -1.7423 1.3941 -4.3486
O -1.1537 1.9707 -5.4397
H -2.5716 0.8019 -4.6949
H -2.0099 2.1651 -3.5645
H -1.0318 0.7326 -3.9291
H -1.0879 1.2833 -6.1289
C -1.1454 2.7578 2.7682
O -2.2112 3.5753 3.0979
N -1.2264 1.5733 2.3498
N 0.0579 3.2300 2.7763
H -2.2113 1.1647 2.4734
H -0.4479 1.0348 2.0310
H 0.0462 4.2336 2.9785
H 1.0102 2.6832 2.5325
C 3.5353 -2.5318 -1.7555
C 3.9276 -1.4312 -2.6780
C 5.2849 -1.6266 -3.2430
O 3.1877 -1.3375 -3.7255
H 4.3774 -2.8847 -1.1660
H 3.1384 -3.3796 -2.3177
H 2.8231 -2.1019 -1.1164
H 3.9431 -0.5119 -2.1254
H 6.0373 -1.3166 -2.5037
H 5.5603 -1.0730 -4.2065
H 5.4379 -2.6368 -3.5166
H 3.6432 -0.8744 -4.4563
C -4.3516 3.4218 0.7091
C -3.3312 4.4327 0.1865
C -2.1228 3.6957 -0.4130
O -3.7240 5.2117 -0.6678
H -4.7716 2.9082 -0.1220
H -5.0917 3.9259 1.3218
H -3.7837 2.7700 1.4023
H -3.0915 5.1088 1.0386
H -1.2507 4.3533 -0.8094
H -2.3758 3.0863 -1.2515
H -1.7031 2.9900 0.3198
H -4.0142 4.8265 -1.5103
C 1.9659 -4.6813 0.1301
C 1.5390 -3.7418 1.2674
C 1.9565 -4.3655 2.6904
O 1.8775 -2.5597 1.2724
H 3.0395 -4.6830 0.1058
H 1.5126 -4.3284 -0.7618
H 1.6190 -5.7371 0.1453
H 0.4592 -3.7592 1.1636
H 1.5007 -3.8348 3.5436
H 3.0090 -4.3199 2.9002
H 1.5215 -5.3826 2.7596
H 2.8335 -2.4248 1.0635
C 1.0104 2.8965 -2.3795
C 0.9243 1.9129 -1.2608
C 2.0306 0.8733 -1.2131
O 0.9584 2.4789 -0.1525
H 0.7518 2.4528 -3.3434
H 2.0099 3.3225 -2.5213
H 0.2805 3.6872 -2.2212
H -0.0509 1.4528 -1.4507
H 1.9567 0.1765 -2.0466
H 1.9710 0.3362 -0.3053
H 3.0875 1.2556 -1.1092
H 0.0745 2.6044 0.1345
C -0.5094 -1.1410 -0.0860
C -1.7837 -0.9029 -0.8612
C -2.8168 -0.0023 -0.1425
O -1.6030 -0.3251 -1.9755
H -0.8826 -1.7233 0.7085
H -0.1695 -0.2689 0.4985
H 0.3043 -1.5097 -0.6878
H -2.2140 -1.9072 -1.0465
H -2.8666 -0.4026 0.9081
H -3.7044 -0.1998 -0.5937
H -2.5510 1.0736 -0.0574
H -0.9448 -0.7427 -2.5257
C -0.7545 -1.3861 3.5609
C 0.5078 -0.5657 3.6584
C 1.4421 -1.1937 4.6186
O 1.0605 -0.4098 2.5594
H -1.3617 -0.8130 2.9292
H -1.1965 -1.5332 4.5725
H -0.5784 -2.4238 3.0881
H 0.2997 0.4155 4.2185
H 1.9404 -2.0646 4.1748
H 0.9239 -1.6037 5.4181
H 2.2146 -0.5414 4.9279
H 1.2871 -1.2465 2.1587
```

Values from the calculation:
Charge   0
SMILES   NC(N)=O.CC(C)O.CC(C)O.CC(C)O.CC(C)O.CC(C)O.CC(C)O.CO.CO.CO
Max |F|   12.6 eV Å⁻¹
Kohn-Sham gap   9.2 eV



# 4
The following is a quantum chemistry calculation of 6 unconnected molecules or ions with the total composition C22H64N6O5P in a non-equilibrium geometry, from the Open Molecules 2025 dataset.

```
98
C22H64N6O5P | the Open Molecules 2025 dataset | wB97M-V/def2-TZVPD
N 1.9698 -2.1593 -1.3102
C 1.1296 -2.0397 -2.3032
C -0.1598 -1.1538 -2.2563
P -1.6466 -2.4360 -2.2930
H 2.6894 -2.8115 -1.6658
H 1.2807 -2.5922 -3.2777
H -0.1867 -0.5132 -1.3218
H -0.2863 -0.5244 -3.1796
H -1.1388 -2.8279 -3.6240
H -2.5040 -1.4065 -2.8680
H -1.9634 -2.0631 -0.9396
H -0.7093 -3.4399 -1.7402
H -2.7162 -3.4333 -2.3636
C 4.4648 2.1141 -5.0947
C 2.9734 1.9738 -5.3887
C 2.0732 2.5077 -4.2593
O 1.9796 1.6511 -3.1362
C 3.0560 1.7489 -2.2254
N 2.6787 0.5710 -5.6988
H 4.8240 1.3651 -4.3874
H 5.0440 1.9857 -6.0127
H 4.6956 3.1047 -4.6921
H 2.7637 2.5727 -6.2820
H 1.0543 2.5866 -4.6515
H 2.3677 3.5204 -3.9524
H 3.4438 2.7702 -2.1514
H 3.8533 1.0575 -2.5090
H 2.6934 1.4445 -1.2417
H 1.7061 0.4973 -5.9877
H 2.7074 0.0535 -4.8209
C 6.4065 7.5906 -2.3795
C 5.1112 6.9337 -1.9103
C 5.3228 5.5534 -1.2595
O 5.5740 4.5030 -2.1816
C 6.9173 4.4168 -2.6260
N 4.1773 6.8633 -3.0393
H 6.7835 7.1575 -3.3070
H 6.2423 8.6535 -2.5711
H 7.1878 7.5076 -1.6195
H 4.6764 7.5883 -1.1479
H 4.3943 5.2778 -0.7503
H 6.1022 5.5857 -0.4882
H 7.6296 4.6934 -1.8431
H 7.0612 5.0405 -3.5110
H 7.1097 3.3826 -2.9182
H 3.2824 6.5154 -2.7023
H 4.5049 6.1234 -3.6583
C -5.6005 -1.9253 0.9387
C -4.7547 -3.1779 0.7262
C -5.1374 -4.3414 1.6632
O -4.6745 -4.2013 3.0006
C -5.4833 -3.3748 3.8180
N -3.3407 -2.8205 0.8487
H -5.3069 -1.3675 1.8296
H -5.4876 -1.2472 0.0899
H -6.6625 -2.1759 1.0247
H -4.9318 -3.5164 -0.2999
H -4.6574 -5.2481 1.2829
H -6.2193 -4.5319 1.6482
H -6.5440 -3.4611 3.5691
H -5.1578 -2.3340 3.7435
H -5.3469 -3.6877 4.8544
H -2.7766 -3.6327 0.6090
H -3.1480 -2.6752 1.8391
C 6.1799 -2.1418 -0.1058
C 6.0748 -1.5963 1.3152
C 5.5001 -0.1694 1.3831
O 6.4181 0.8539 1.0111
C 6.5441 1.0488 -0.3863
N 7.3922 -1.6814 1.9587
H 7.0258 -1.7228 -0.6539
H 6.3225 -3.2246 -0.0844
H 5.2680 -1.9387 -0.6732
H 5.3861 -2.2495 1.8598
H 5.2406 0.0381 2.4260
H 4.5704 -0.0832 0.8085
H 5.5994 0.8855 -0.9117
H 7.3228 0.3969 -0.7893
H 6.8601 2.0804 -0.5564
H 7.2971 -1.4081 2.9342
H 7.9723 -0.9460 1.5585
C -8.7670 -1.4052 5.2137
C -9.2937 -2.7806 4.8141
C -10.7967 -2.9689 5.0960
O -11.1149 -3.1952 6.4629
C -11.1909 -2.0216 7.2528
N -8.4841 -3.8097 5.4749
H -8.6261 -1.3076 6.2912
H -7.7943 -1.2248 4.7504
H -9.4436 -0.6130 4.8828
H -9.1520 -2.8774 3.7324
H -11.1259 -3.8691 4.5679
H -11.3894 -2.1381 4.6936
H -11.5884 -1.1724 6.6897
H -10.2104 -1.7771 7.6666
H -11.8603 -2.2242 8.0911
H -8.7732 -4.7230 5.1316
H -8.7547 -3.8258 6.4568
```

Values from the calculation:
Charge   -1
Max |F|   2.0 eV Å⁻¹
Kohn-Sham gap   4.9 eV



# 5
The following is a quantum chemistry calculation of 10 unconnected molecules or ions with the total composition C22H64O10 in a non-equilibrium geometry, from the Open Molecules 2025 dataset.

```
96
C22H64O10 | the Open Molecules 2025 dataset | wB97M-V/def2-TZVPD
C 11.8446 4.0652 11.7218
C 11.7105 4.4634 10.1706
C 11.1994 5.8778 9.8804
O 13.0385 4.5906 9.6371
H 12.3169 3.0937 11.8677
H 10.8357 3.9229 12.1091
H 12.2552 4.8886 12.3063
H 11.1711 3.6896 9.6244
H 11.4466 6.1763 8.8616
H 11.7624 6.4895 10.5854
H 10.1204 5.9308 10.0253
H 13.3880 3.7173 9.4456
C 14.2476 2.3681 23.2765
C 14.2238 1.4946 24.5089
C 13.0807 1.8267 25.3703
O 14.2763 0.1591 24.0029
H 14.0187 3.3754 23.6244
H 13.4710 2.0255 22.5926
H 15.2224 2.3613 22.7889
H 15.2070 1.5344 24.9778
H 12.1398 1.5524 24.8932
H 13.0158 2.8718 25.6733
H 13.2123 1.2250 26.2696
H 14.6180 -0.3856 24.7157
C 4.5451 8.5791 14.8002
C 3.0405 8.9377 14.8453
C 2.3134 8.6342 16.1825
O 3.0281 10.3176 14.6411
H 4.7575 7.5100 14.8027
H 5.0441 8.8555 15.7291
H 5.0555 9.1476 14.0229
H 2.5967 8.4295 13.9892
H 2.4660 7.6276 16.5716
H 1.2300 8.7496 16.2148
H 2.6280 9.2929 16.9920
H 2.1752 10.4782 14.2307
C 9.6217 4.0331 19.5802
C 8.4262 3.3398 18.8562
C 8.1643 4.0782 17.4526
O 8.6404 2.0383 18.4920
H 10.0588 3.5175 20.4353
H 9.3609 4.9315 20.1397
H 10.4407 4.3496 18.9344
H 7.5319 3.4316 19.4724
H 7.4385 3.6215 16.7797
H 9.1065 4.1361 16.9076
H 7.8373 5.1075 17.5996
H 9.5085 1.7528 18.7862
C 6.8119 2.9413 24.6675
C 5.9219 2.9359 25.9252
C 6.4580 3.6000 27.1124
O 4.6441 3.4976 25.6934
H 6.2564 2.5412 23.8192
H 7.5317 2.1606 24.9134
H 7.2620 3.9240 24.5269
H 5.7358 1.8905 26.1713
H 7.1536 2.8898 27.5595
H 5.6815 3.7756 27.8568
H 7.0283 4.5152 26.9533
H 4.6464 4.3737 26.0860
C 15.1380 -2.7822 19.6420
C 14.3710 -1.6433 19.0892
C 12.8888 -1.7124 19.4602
O 14.8048 -0.4835 19.5778
H 16.1572 -2.8085 19.2566
H 14.5607 -3.6634 19.3622
H 15.1968 -2.7610 20.7302
H 14.4773 -1.6478 18.0044
H 12.4184 -2.6843 19.3110
H 12.3105 -0.8694 19.0820
H 12.7717 -1.6703 20.5431
H 14.7374 -0.6062 20.5275
C 5.7473 -2.5342 16.3219
O 6.9765 -2.5939 17.0121
H 5.0266 -2.5106 17.1393
H 5.7997 -1.6385 15.7030
H 5.5306 -3.4294 15.7389
H 7.0368 -1.7326 17.4317
C 5.0757 1.7793 12.5252
O 4.6338 3.0529 12.8716
H 5.8487 1.5625 13.2623
H 4.3086 1.0222 12.6881
H 5.6437 1.6822 11.6000
H 4.0448 3.0405 13.6296
C 13.7262 2.7660 16.3985
O 14.0675 3.1864 17.6980
H 14.0543 3.4972 15.6596
H 14.0346 1.7734 16.0704
H 12.6387 2.8205 16.4470
H 14.2289 2.3837 18.1992
C 13.1236 8.0500 19.4909
O 12.7630 9.2610 20.1130
H 12.6313 7.8598 18.5372
H 14.1957 8.1454 19.3187
H 12.9654 7.2348 20.1970
H 11.8062 9.2882 20.1865
```

Values from the calculation:
Charge   0
SMILES   CC(C)O.CC(C)O.CC(C)O.CC(C)O.CC(C)O.CC(C)O.CO.CO.CO.CO
Max |F|   4.0 eV Å⁻¹
Kohn-Sham gap   10.3 eV



Question: Look up the max |F| of the fourth one.
Answer: 2.0 eV Å⁻¹



Question: Which value of charge does entry 3 give?
Answer: 0



Question: max |F| of number 3 (C22H64N2O10)?
Answer: 12.6 eV Å⁻¹